(1)
Computed, not measured: a gas-phase ion, C3H4N2 (charge +1), with ωB97M-V/def2-TZVPD.

Values from the calculation:
- <S²> = 0.762
- E (hartree) = -225.89323

Geometry as ORCA input:
```
! RIJCOSX wB97M-V def2-TZVPD def2/J DEFGRID3
* xyz 1 2
C -0.663 0.846 -0.621
C -0.406 0.528 0.749
N 0.473 -0.454 0.770
C 0.677 -0.796 -0.583
N 0.031 -0.031 -1.409
H -1.316 1.508 -1.169
H -0.732 1.168 1.558
H 0.856 -0.998 1.538
H 1.080 -1.770 -0.832
*
```

(2)
Computed, not measured: 2 unconnected molecules or ions with the total composition C3H4N2O, with ωB97M-V/def2-TZVPD.

Values from the calculation:
- structure (SMILES) = C#[N+][O-].C#CN
- E (hartree) = -301.28438

Geometry as ORCA input:
```
! RIJCOSX wB97M-V def2-TZVPD def2/J DEFGRID3
* xyz 0 1
N 0.122 -1.701 0.320
C -0.029 -1.012 -0.852
C -0.171 -0.336 -1.838
O -0.121 3.463 0.453
N -0.060 2.341 0.891
C 0.006 1.279 1.352
H 1.065 -2.050 0.450
H -0.545 -2.458 0.419
H -0.294 0.253 -2.719
H 0.028 0.220 1.523
*
```

(3)
Computed, not measured: a molecular structure, C3H4N2O, with ωB97M-V/def2-TZVPD.

Values from the calculation:
- E (hartree) = -301.28724

Geometry as ORCA input:
```
! RIJCOSX wB97M-V def2-TZVPD def2/J DEFGRID3
* xyz 0 1
C -1.397 -0.157 0.092
C 0.030 -0.181 -0.038
C 0.989 0.890 0.045
H -1.819 -1.409 -0.349
H -1.733 0.846 -0.821
H -1.732 -0.015 1.272
H 0.797 1.897 -0.232
N 2.234 0.383 0.045
N 0.660 -1.258 -0.078
O 1.969 -0.995 0.063
*
```

Ordered energy relative to the best compared isomer or geometry (same formula, charge and spin) results: 1.8; 127.3; 125.5; unit kcal per mole.